{"formula": "C7H35NO10", "method": "ωB97M-V/def2-TZVPD", "e_above_lowest_kj_mol": 48.5, "lumo_energy_ev": -0.1, "e_tot_ev": -29791.17548, "homo_lumo_gap_ha": 0.3288, "homo_ev": -9.03, "total_charge": 0, "elements": ["C", "C", "C", "N", "C", "C", "C", "C", "H", "H", "H", "H", "H", "H", "H", "H", "H", "H", "H", "H", "H", "H", "H", "H", "H", "O", "H", "H", "O", "H", "H", "O", "H", "H", "O", "H", "H", "O", "H", "H", "O", "H", "H", "O", "H", "H", "O", "H", "H", "O", "H", "H", "O"], "positions_angstrom": [[-1.914, -0.821, -2.027], [-2.515, -2.185, -1.644], [-2.579, 0.347, -1.285], [-1.667, 0.862, -0.219], [-2.245, 1.779, 0.732], [-1.919, 3.195, 0.227], [-0.703, 3.087, -0.760], [-0.445, 1.570, -0.868], [-2.226, -0.733, -3.162], [-0.841, -0.920, -2.037], [-2.447, -2.412, -0.576], [-1.848, -2.981, -2.059], [-3.526, -2.297, -1.966], [-3.470, 0.043, -0.707], [-3.026, 1.201, -1.835], [-1.817, 1.450, 1.691], [-3.296, 1.890, 0.918], [-1.703, 3.882, 1.028], [-2.707, 3.405, -0.481], [0.098, 3.688, -0.355], [-1.063, 3.290, -1.793], [-0.204, 1.183, -1.836], [0.229, 1.208, -0.017], [1.780, -0.180, -3.878], [0.279, -0.054, -3.880], [1.053, 0.297, -4.319], [3.435, 1.307, -1.360], [3.703, 0.482, -0.070], [3.575, 1.382, -0.409], [-0.968, -0.504, 3.094], [0.346, 0.070, 3.541], [-0.601, 0.237, 3.598], [-1.834, -1.993, 1.145], [-1.246, -0.644, 0.866], [-1.153, -1.391, 1.500], [2.495, 0.993, 1.793], [2.347, 0.956, 3.349], [2.124, 0.490, 2.527], [1.639, -2.908, 0.427], [2.074, -4.043, -0.724], [1.953, -3.127, -0.486], [-0.159, 1.990, 3.691], [1.053, 2.452, 2.871], [0.298, 2.793, 3.350], [1.661, -1.533, -1.590], [2.427, -2.098, -2.703], [1.942, -1.298, -2.481], [0.450, -2.089, 2.078], [0.682, -3.581, 2.173], [1.155, -2.770, 1.964], [3.891, -1.251, 1.680], [3.334, -2.138, 0.485], [4.097, -1.575, 0.800]], "forces_ev_per_a": [[-2.7, -0.3, -2.9], [2.0, -0.6, 0.3], [-0.1, 0.9, 1.9], [-0.4, -1.1, -2.8], [1.3, 1.0, 1.0], [1.3, -0.9, -1.1], [-1.3, -1.4, -0.3], [-0.1, -0.8, 4.8], [0.8, 0.0, 1.9], [0.4, 0.6, 0.4], [-0.3, 0.3, 0.1], [-0.8, 0.4, -0.1], [-0.6, -0.2, -0.2], [0.2, -0.6, -0.4], [0.7, -0.4, -0.7], [0.1, 1.0, 0.1], [-0.9, -1.3, -0.5], [-0.5, 0.5, 0.1], [-0.7, 0.9, 0.7], [0.5, 0.0, -0.7], [0.6, 1.0, 0.8], [0.2, -0.2, -0.3], [0.5, 0.9, -1.8], [-0.6, 0.3, -0.1], [-0.1, -0.2, 0.1], [0.4, 0.3, -0.4], [0.0, -0.2, 0.2], [0.2, -0.1, -0.4], [-0.1, 0.0, 0.4], [-0.3, 0.2, -0.1], [0.1, 0.0, -0.1], [0.1, -0.5, 0.5], [0.5, 0.1, 0.5], [0.2, 0.8, -0.3], [-0.8, -0.7, -0.4], [0.1, 0.2, -0.1], [0.2, -0.1, -0.5], [0.1, -0.1, 0.5], [-0.2, -1.2, -0.1], [-0.2, -0.3, 0.6], [0.2, 1.1, -0.5], [0.2, 0.7, -0.6], [-0.1, -0.1, -0.2], [-0.4, -0.1, 0.6], [0.0, 0.0, 0.2], [0.1, 0.0, -0.2], [0.3, -0.3, 0.2], [0.4, -0.3, -0.5], [0.1, -0.2, 0.1], [-0.5, 0.5, 0.6], [-0.3, -0.2, 0.1], [1.2, 0.8, 0.5], [-0.8, -0.4, -0.8]]}